Here is a structure of composition C14H25CoNO8P2 at a distorted geometry from the OMol25 dataset. Energies are from ωB97M-V/def2-TZVPD.

Results
HOMO-LUMO gap (alpha / beta) = 0.3275 / 0.3249 Eh
2S+1 = 2
Energy above the lowest of the compared OMol25 structures with the same formula, charge and spin = 9.1 kcal per mole
<S²> = 1.21

Positions of all 51 atoms, in Å:
Co1 -0.228 0.421 0.258
C1 -0.164 -0.472 3.807
C2 0.691 -0.676 2.585
C3 1.678 0.247 2.239
C4 2.587 -0.018 1.213
C5 3.638 0.991 0.847
C6 2.519 -1.245 0.564
C7 1.551 -2.191 0.892
C8 1.541 -3.531 0.214
C9 0.628 -1.883 1.884
H1 0.289 -0.983 4.659
H2 -1.163 -0.884 3.659
H3 -0.254 0.584 4.060
H4 1.779 1.163 2.812
H5 4.517 0.874 1.485
H6 3.254 2.003 0.967
H7 3.945 0.865 -0.191
H8 3.225 -1.467 -0.228
H9 2.277 -4.190 0.682
H10 1.805 -3.425 -0.837
H11 0.561 -4.000 0.285
H12 -0.121 -2.616 2.159
N1 0.031 4.555 1.125
C10 -0.157 3.220 1.096
O1 0.605 2.488 0.467
C11 -1.297 2.643 1.886
C12 -1.807 1.404 1.155
H13 0.764 4.950 0.559
H14 -0.642 5.166 1.548
H15 -2.068 3.402 2.062
H16 -0.891 2.362 2.863
H17 -2.477 1.705 0.343
H18 -2.376 0.762 1.829
C13 -2.340 0.810 -2.943
C14 -1.617 -0.515 -3.078
O2 -1.981 -1.165 -4.281
P1 -2.015 -1.636 -1.664
O3 -1.386 -3.026 -2.050
O4 -3.576 -1.936 -1.742
O5 -1.637 -1.125 -0.316
P2 0.214 -0.357 -2.912
O6 0.589 0.570 -4.178
O7 0.784 -1.731 -3.101
O8 0.509 0.385 -1.638
H19 -3.418 0.649 -2.986
H20 -2.043 1.468 -3.759
H21 -2.079 1.271 -1.991
H22 -1.263 -1.758 -4.542
H23 -0.467 -2.860 -2.405
H24 -4.025 -1.674 -0.926
H25 1.509 0.407 -4.435

Here is a structure of composition C3H5Br3Cl4 from the OMol25 dataset. Energies are from ωB97M-V/def2-TZVPD.

Results
HOMO-LUMO gap = 0.3806 Eh
Energy above the lowest of the compared OMol25 structures with the same formula, charge and spin = 0.0 kcal per mole

Positions of all 15 atoms, in Å:
C1 1.255 0.078 0.108
Cl1 -0.482 0.382 0.251
Cl2 2.008 1.115 -1.084
H1 1.717 0.264 1.070
H2 1.396 -0.953 -0.192
C2 -1.051 -4.431 0.359
Cl3 -0.175 -3.256 -0.626
Cl4 0.005 -5.675 1.021
H3 -1.521 -3.887 1.170
H4 -1.796 -4.910 -0.263
C3 -0.203 4.149 -0.339
Br1 1.042 5.276 -1.252
Br2 -1.711 3.713 -1.447
Br3 -0.772 4.918 1.337
H5 0.289 3.215 -0.115

Here is a structure of composition C5H9NS2 at a distorted geometry from the OMol25 dataset. Energies are from ωB97M-V/def2-TZVPD.

Results
HOMO-LUMO gap = 0.3177 Eh
Energy above the lowest of the compared OMol25 structures with the same formula, charge and spin = 94.4 kcal per mole

Positions of all 17 atoms, in Å:
C1 -0.447 0.888 2.087
C2 0.572 1.190 0.875
C3 -0.030 0.767 -0.519
C4 -0.847 -1.238 -1.856
C5 1.067 -1.216 -0.084
H1 -0.428 -0.327 2.383
H2 -1.383 1.383 1.710
H3 0.297 1.624 2.927
H4 0.936 2.247 0.863
H5 0.517 1.328 -1.271
H6 -0.971 0.864 -0.506
H7 -0.479 -2.389 -2.132
H8 -0.599 -0.750 -2.974
H9 -1.955 -0.947 -1.381
N1 -0.059 -0.690 -0.655
S1 1.714 -2.789 -0.176
S2 2.094 0.054 0.709

Here is a cluster of 2 separate species, C4H14NOS in total at a distorted geometry from the OMol25 dataset. Energies are from ωB97M-V/def2-TZVPD.

Results
HOMO-LUMO gap = 0.3466 Eh
Energy above the lowest of the compared OMol25 structures with the same formula, charge and spin = 10.6 kcal per mole
Net charge = +1

Positions of all 21 atoms, in Å:
C1 0.373 -0.632 1.885
C2 0.282 -0.551 0.371
C3 -1.006 -0.109 -0.367
C4 -2.270 0.040 0.449
S1 -2.194 1.338 1.723
N1 1.389 0.399 -0.099
H1 1.164 -1.305 2.194
H2 -0.588 -0.953 2.253
H3 0.491 0.381 2.290
H4 0.616 -1.470 -0.116
H5 -0.827 0.885 -0.807
H6 -1.116 -0.778 -1.217
H7 -2.500 -0.866 1.012
H8 -3.143 0.214 -0.176
H9 -2.371 2.387 0.907
H10 1.081 1.343 0.161
H11 1.432 0.388 -1.127
H12 2.274 0.195 0.358
H13 2.777 -0.902 -3.057
H14 2.167 0.349 -3.639
O1 1.969 -0.354 -2.998

| no. | calculated total energy (hartree) |
| --- | --- |
| 1 | -3270.871272 |
| 2 | -9680.099040 |
| 3 | -1046.897956 |
| 4 | -688.745770 |